No. 1
Molecular formula: C6H25NO7
Method: DFT, ωB97M-V with the def2-TZVPD basis set

Orbital gap (alpha / beta): 9.1683 / 7.3356 eV
Lowest unoccupied orbital energy (alpha / beta): -4.550 / -7.135 eV
Net charge: +1
Spin multiplicity: 2
HOMO energy (alpha / beta): -13.7 / -14.5 eV
Energy relative to the best compared isomer or geometry (same formula, charge and spin): 3.328 eV

Each line ends with the natural charge from an NBO analysis.
Element x y z (Å)
1 C -2.563 -2.078 0.540  -0.598
2 C -1.524 -1.114 1.228  -0.489
3 N 0.875 0.608 -1.136  -0.647
4 C -0.323 0.343 -0.335  0.103
5 C -0.433 -0.937 0.181  0.074
6 C 0.444 -2.033 -0.221  -0.324
7 C 0.764 -3.234 0.414  -0.191
8 H -3.479 -1.755 0.043  0.245
9 H -2.912 -2.720 1.298  0.238
10 H -1.958 -2.499 -0.224  0.190
11 H -1.148 -1.509 2.252  0.248
12 H -2.048 -0.165 1.726  0.255
13 H 0.916 1.306 -1.905  0.456
14 H 1.513 -0.075 -1.519  0.423
15 H -1.005 1.079 -0.173  0.237
16 H 1.031 -2.075 -1.294  0.251
17 H 1.362 -4.000 -0.146  0.229
18 H 0.412 -3.725 1.320  0.224
19 H 1.268 3.023 -0.294  0.456
20 H 0.981 3.825 0.872  0.475
21 O 1.070 3.958 -0.051  -0.929
22 H 1.134 0.823 2.381  0.447
23 H 2.197 1.916 2.827  0.509
24 O 1.906 1.235 2.167  -0.954
25 H 1.430 2.966 -3.362  0.503
26 H 0.443 3.633 -2.244  0.526
27 O 0.656 2.872 -2.841  -0.992
28 H -1.589 2.458 -1.840  0.455
29 H -3.024 2.587 -1.442  0.468
30 O -2.259 2.975 -1.595  -0.917
31 H -1.654 -3.327 -1.906  0.456
32 H -2.396 -2.484 -2.973  0.469
33 O -2.297 -3.348 -2.621  -0.919
34 H 3.837 1.590 -0.538  0.489
35 H 3.000 0.320 -0.202  0.473
36 O 3.584 0.729 -0.855  -0.946
37 H 0.275 -0.670 4.826  0.485
38 H 0.658 -0.287 3.379  0.436
39 O 0.857 -0.209 4.266  -0.917



No. 2
Molecular formula: C6H26B2ClCrN6O16
Method: DFT, ωB97M-V with the def2-TZVPD basis set

Orbital gap (alpha / beta): 7.7315 / 8.3874 eV
Lowest unoccupied orbital energy (alpha / beta): 1.287 / 1.246 eV
Net charge: -1
Spin multiplicity: 5
HOMO energy (alpha / beta): -6.4 / -7.1 eV

Each line ends with the natural charge from an NBO analysis.
Element x y z (Å)
1 Cr 1.798 0.533 1.000  1.272
2 Cl 3.009 3.343 -1.057  2.565
3 O 2.786 2.508 0.121  -0.915
4 O 2.407 2.679 -2.202  -0.881
5 O 2.396 4.618 -0.839  -0.821
6 O 4.424 3.465 -1.264  -0.853
7 B 2.094 1.181 3.313  -0.694
8 H 2.364 1.799 2.346  -0.025
9 H 1.656 0.149 2.976  -0.035
10 H 3.121 1.075 3.919  -0.003
11 H 1.256 1.702 3.981  0.016
12 B -0.261 0.774 0.298  -0.754
13 H -1.421 0.900 0.106  -0.005
14 H -0.098 -0.180 0.975  -0.019
15 H 0.406 0.634 -0.683  0.008
16 H 0.147 1.694 0.912  0.025
17 C -2.855 -0.249 3.314  -0.494
18 N -1.869 -0.657 4.359  0.534
19 O -2.359 -1.080 5.396  -0.420
20 O -0.691 -0.614 4.109  -0.316
21 H -3.542 0.393 3.859  0.228
22 H -3.343 -1.156 2.970  0.226
23 H -2.369 0.267 2.491  0.245
24 C 2.291 -3.958 1.463  -0.482
25 N 1.437 -2.808 1.800  0.561
26 O 1.836 -1.707 1.466  -0.401
27 O 0.368 -3.024 2.325  -0.336
28 H 2.227 -4.102 0.384  0.250
29 H 1.916 -4.839 1.969  0.233
30 H 3.324 -3.735 1.711  0.240
31 C -1.702 -2.113 -0.374  -0.485
32 N -2.325 -2.517 -1.649  0.536
33 O -3.475 -2.900 -1.619  -0.389
34 O -1.649 -2.444 -2.657  -0.383
35 H -1.917 -2.898 0.351  0.225
36 H -2.210 -1.221 -0.021  0.251
37 H -0.635 -1.966 -0.461  0.241
38 C -4.146 1.531 0.278  -0.490
39 N -4.394 1.273 -1.181  0.538
40 O -5.550 1.168 -1.540  -0.394
41 O -3.422 1.114 -1.883  -0.361
42 H -3.115 1.864 0.333  0.259
43 H -4.231 0.540 0.716  0.220
44 H -4.866 2.273 0.598  0.229
45 C -0.557 1.036 -3.644  -0.498
46 N -0.842 2.373 -4.222  0.540
47 O 0.042 2.878 -4.885  -0.384
48 O -1.954 2.837 -4.076  -0.380
49 H 0.069 1.180 -2.761  0.264
50 H 0.025 0.454 -4.352  0.217
51 H -1.450 0.485 -3.375  0.240
52 C 4.074 -0.202 -2.464  -0.487
53 N 3.205 -1.209 -1.785  0.563
54 O 3.381 -2.389 -2.000  -0.368
55 O 2.337 -0.764 -1.056  -0.404
56 H 3.461 0.561 -2.932  0.281
57 H 4.682 -0.734 -3.188  0.221
58 H 4.710 0.186 -1.670  0.249



DFT total energy for the records above, in order: -22438.4459 -90616.4521 eV